3 unconnected molecules or ions with the total composition C4H10N2O2 at a distorted geometry, computed with the ωB97M-V functional and the def2-TZVPD basis.

The geometry in XYZ format:
```
18
Properties=species:S:1:pos:R:3:nbo_charge:R:1
C -1.2586 0.4921 -1.3637 -0.119
O -1.0227 -1.8161 3.7004 -0.947
O 1.6480 -0.1314 1.4173 -0.935
C 0.2473 1.9900 -1.0292 0.133
H -0.6966 -2.2738 -1.3274 0.239
H -1.9014 -1.6077 3.3192 0.483
H 0.8740 0.1895 1.8724 0.473
H -2.3030 0.2395 -1.1989 0.209
N 0.8738 0.7810 -1.0648 -0.498
H 0.7636 2.9247 -0.9344 0.198
N -1.0565 1.8127 -1.1566 -0.459
H 0.8685 -1.9021 -1.9838 0.218
C -0.0527 -0.2029 -1.1745 0.089
C 0.1785 -1.6440 -1.1524 -0.648
H 0.6364 -2.1362 -0.2814 0.209
H 1.8296 0.5613 -0.8503 0.426
H 1.6730 -1.0620 1.6437 0.466
H -0.2921 -1.5013 3.1341 0.464
```

Its SMILES is Cc1cnc[nH]1.O.O. The net charge is 0. For the HOMO-LUMO gap, the calculation gives 8.5 eV. As for the largest force on an atom: 2.746 eV/A. As for the molecular weight: 118.14 g mol⁻¹. As for the total energy: -11384.786 eV. As for the energy above the lowest of the compared OMol25 structures with the same formula, charge and spin: 48.8 kcal/mol. Its LUMO energy is 0.18 eV.

***

C5H11NOS in the gas phase, computed with the ωB97M-V functional and the def2-TZVPD basis.

The geometry in XYZ format:
```
19
Properties=species:S:1:pos:R:3:nbo_charge:R:1
C -1.9987 -0.7523 0.2421 -0.520
C 2.5810 1.7263 -1.3563 0.523
H -0.3748 -1.3343 1.5265 0.207
H 2.7884 1.5773 -2.4308 0.116
H -0.5423 1.3661 0.2295 0.204
H -3.0283 -2.5313 1.4971 0.119
H -0.2071 0.9185 1.9060 0.209
C -0.0090 0.6477 0.8647 -0.404
S -2.7708 -2.3780 0.1924 -0.029
H 1.9898 0.0099 1.1900 0.185
H 1.6616 -0.0962 -1.2365 0.393
H 0.0556 -1.2352 -0.1916 0.188
H 1.8575 1.7357 1.0995 0.241
C 1.4977 0.8229 0.6515 -0.226
H -2.4938 -0.0174 0.8742 0.219
C -0.5085 -0.7712 0.6102 -0.406
O 2.9540 2.7463 -0.8101 -0.618
H -2.0759 -0.4035 -0.7938 0.219
N 1.8675 0.7573 -0.7473 -0.619
```

Its SMILES is O=CNCCCCS. The net charge is 0. For the HOMO-LUMO gap, the calculation gives 10.0 eV. As for the largest force on an atom: 0.934 eV/A. As for the molecular weight: 133.22 g mol⁻¹. As for the total energy: -19736.389 eV. As for the energy above the lowest of the compared OMol25 structures with the same formula, charge and spin: 16.3 kcal/mol. Its LUMO energy is 0.76 eV.

***

A molecular structure, C4H9NO at a distorted geometry, computed with the ωB97M-V functional and the def2-TZVPD basis.

The geometry in XYZ format:
```
15
Properties=species:S:1:pos:R:3:nbo_charge:R:1
H -1.5737 0.9913 -0.7721 0.201
C 0.0641 -1.0138 -1.7279 0.064
O 0.5477 -2.2662 -1.9371 -0.626
C 0.6554 -0.1347 -0.8136 -0.199
N -0.1429 -0.0424 0.4356 -0.450
C -1.2345 0.9382 0.2624 -0.423
H -0.8386 1.9318 0.4458 0.170
H 0.1511 -2.0726 -0.9143 0.533
H 1.6743 -0.1374 1.5308 0.200
H 1.6956 -0.2244 -0.5346 0.184
H 0.2409 0.1133 2.5733 0.210
H 0.8462 1.3731 1.3904 0.169
C 0.6901 0.3240 1.6020 -0.412
H -2.1130 0.8367 0.9048 0.199
H -0.6627 -0.6169 -2.4456 0.180
```

The net charge is 0. For the HOMO-LUMO gap, the calculation gives 7.6 eV. As for the largest force on an atom: 4.395 eV/A. As for the molecular weight: 87.12 g mol⁻¹. As for the total energy: -7825.797 eV. As for the energy above the lowest of the compared OMol25 structures with the same formula, charge and spin: 150.4 kcal/mol. Its LUMO energy is 0.17 eV.

***

2 unconnected molecules or ions with the total composition H3N3O3 at a distorted geometry, computed with the ωB97M-V functional and the def2-TZVPD basis.

The geometry in XYZ format:
```
9
Properties=species:S:1:pos:R:3:nbo_charge:R:1
N -2.5490 -2.3609 0.1394 -0.470
H 1.4453 0.8915 0.0698 0.470
H -2.3711 -2.9528 -0.6841 0.354
O 1.9888 2.5072 -0.5128 -0.458
O -0.2195 0.1641 0.4602 -0.435
H 2.2349 2.7639 0.4287 0.450
N -1.1751 -0.5413 0.2864 0.355
O 2.2718 1.1066 -0.3744 -0.468
N -1.6262 -1.5785 0.1869 0.202
```

Its SMILES is [H]/N=N/N=O.OO. The net charge is 0. For the HOMO-LUMO gap, the calculation gives 9.2 eV. As for the largest force on an atom: 2.957 eV/A. As for the molecular weight: 93.04 g mol⁻¹. As for the total energy: -10652.941 eV. As for the energy above the lowest of the compared OMol25 structures with the same formula, charge and spin: 158.1 kcal/mol. Its LUMO energy is -0.47 eV.

***

A molecular structure, C10H19N2P at a distorted geometry, computed with the ωB97M-V functional and the def2-TZVPD basis.

The geometry in XYZ format:
```
32
Properties=species:S:1:pos:R:3:nbo_charge:R:1
H 0.8153 -2.2256 -0.0549 0.218
H -3.9671 1.3641 1.2947 0.209
H -3.4929 2.1321 -0.2240 0.214
H 2.8017 -1.7662 0.9374 -0.047
C 0.0222 0.2539 0.4756 0.409
H 1.7738 2.1538 1.4397 0.236
H -4.0713 -0.9835 0.6312 0.232
H 3.2099 2.1409 0.4000 0.208
C -2.0214 -0.4881 0.4463 0.079
H 0.3897 -0.0878 -2.1360 0.207
H 1.6033 2.4857 -0.2724 0.231
H 1.2356 1.4463 -2.2904 0.210
C 1.9438 0.4137 0.2006 -0.206
H -2.8038 2.7055 1.2960 0.230
H 1.7525 0.0577 -3.2534 0.210
C -3.1383 1.8219 0.7599 -0.636
C -0.2451 -2.2269 0.1800 -0.402
N -0.6996 -0.8776 0.3377 -0.389
C -2.0000 0.8714 0.6263 0.109
H -3.2455 -1.8294 -0.6765 0.214
H -0.3966 -2.7977 1.1004 0.205
C -3.1393 -1.4615 0.3451 -0.642
H -0.7900 -2.7184 -0.6302 0.209
C 2.3281 -0.0592 -1.1837 -0.451
C 1.3659 0.3692 -2.2855 -0.600
H -2.9709 -2.3201 0.9959 0.214
P 2.6040 -0.5666 1.6278 0.343
C 2.1498 1.8911 0.4547 -0.660
N -0.7062 1.3146 0.6300 -0.527
H 3.3216 0.3534 -1.3963 0.213
H 2.4272 -1.1505 -1.2040 0.200
H 3.9433 -0.2162 1.4281 -0.041
```

The net charge is 0. For the HOMO-LUMO gap, the calculation gives 8.8 eV. As for the largest force on an atom: 4.648 eV/A. As for the molecular weight: 198.25 g mol⁻¹. As for the total energy: -22946.025 eV. As for the energy above the lowest of the compared OMol25 structures with the same formula, charge and spin: 0.0 kcal/mol. Its LUMO energy is 0.81 eV.

***

C5H8O2 in the gas phase, computed with the ωB97M-V functional and the def2-TZVPD basis.

The geometry in XYZ format:
```
15
Properties=species:S:1:pos:R:3:nbo_charge:R:1
H 1.7904 0.1528 0.8874 0.228
C -0.3745 0.4200 0.3658 0.204
C -0.6832 -0.4713 -0.8322 -0.464
H 1.4660 1.3060 -0.4398 0.221
H -1.3131 -1.3373 -0.6067 0.228
O -0.8793 0.0744 1.6428 -0.491
C 1.1205 0.3924 0.0556 -0.464
C 0.8380 -0.7714 -0.9355 0.114
C -1.2091 1.3551 1.1071 -0.108
H 0.8487 -2.1594 0.4135 0.464
H -2.2495 1.4884 0.8086 0.182
O 1.2186 -2.0431 -0.4728 -0.700
H -1.0913 0.0658 -1.6944 0.221
H 1.2775 -0.6713 -1.9304 0.180
H -0.7597 2.1987 1.6310 0.184
```

Its SMILES is O[C@H]1C[C@]2(CO2)C1. The net charge is 0. For the HOMO-LUMO gap, the calculation gives 11.1 eV. As for the largest force on an atom: 0.367 eV/A. As for the molecular weight: 100.12 g mol⁻¹. As for the total energy: -9407.555 eV. As for the energy above the lowest of the compared OMol25 structures with the same formula, charge and spin: 52.5 kcal/mol. Its LUMO energy is 0.94 eV.